DFT (wB97M-V/def2-TZVPD) results for a 15-piece molecular cluster, C45H90O45 overall.

Properties
ΔE to the lowest compared entry with this formula, charge and spin = 7.7861 eV
HOMO-LUMO gap = 11.06 eV
E = -140254.963 eV
Molecular weight = 1351.17 g mol⁻¹
Spin multiplicity = 1
HOMO energy = -0.3913 Eh
LUMO energy = 0.418 eV
Charge = 0

Geometry as XYZ:
```
180
C45H90O45 | OMol25 | wB97M-V/def2-TZVPD
H -2.806 4.195 -3.143
C 4.186 3.601 0.807
C 5.860 2.936 2.499
C 5.395 5.818 -3.151
H 5.684 -3.413 1.276
C -8.672 4.877 -7.565
H -1.611 -1.357 -1.755
C 4.644 -0.859 3.878
O -2.229 2.267 -4.839
C 1.019 5.418 2.466
H -0.389 -3.187 -2.390
H 2.828 7.139 3.327
H 1.694 0.815 2.561
H 1.054 4.938 11.118
H -4.703 -7.133 4.774
H 0.438 -3.688 4.720
O -0.974 0.256 -0.654
C -3.734 -7.371 4.334
H 0.028 -2.920 3.212
C 5.120 1.460 -1.528
C 7.218 2.641 4.492
C -2.705 -2.830 2.948
H -2.214 -0.387 -8.115
C 0.739 -3.604 3.676
H 3.706 2.623 0.852
H -9.107 5.845 -7.317
C -3.084 -0.473 -7.465
O -5.841 0.535 2.178
O 2.623 5.933 -2.325
C 1.748 0.266 1.621
H 8.171 2.416 4.012
H 2.782 4.603 11.165
H -0.266 3.601 0.693
O 4.906 -1.578 0.431
H -3.983 -7.768 3.350
H -0.482 -7.661 0.484
H 0.731 -0.018 -5.201
C -1.646 -4.358 -5.007
O 5.933 -6.766 -0.097
C 1.095 3.528 8.639
H 5.198 5.755 -4.221
C -3.106 1.068 2.461
H -4.250 3.762 -4.200
H 0.849 4.301 -1.576
H -1.619 3.695 1.796
H 5.651 -1.057 3.512
H -2.061 -7.232 -0.251
C -2.077 -2.412 -6.336
O -0.688 -5.784 0.375
H 5.706 2.305 -1.166
H 1.541 3.243 11.258
H -1.353 -5.150 -5.696
H -5.458 -3.834 -2.283
H 3.577 5.985 4.429
C -5.091 0.654 1.170
O -0.144 1.532 -4.181
H -3.414 2.025 2.883
H 5.396 -3.413 -0.404
C -5.718 0.883 -4.109
O -5.927 5.442 -7.325
O -5.421 0.701 -0.122
O -6.673 -1.520 -3.104
H 1.268 -3.583 -2.569
C 2.577 -2.096 4.059
H -2.956 0.156 -6.584
H -3.096 -8.022 4.931
H -4.046 -0.140 -7.853
H 1.723 -0.818 1.737
O -3.057 -6.067 4.332
H 4.066 1.703 -1.669
C -0.374 -5.370 -0.898
H -5.254 1.475 -4.897
H -2.720 -0.071 -1.778
H 1.132 1.972 6.282
H 6.728 1.700 4.740
H 6.465 5.612 -3.122
C 4.812 -0.868 -0.816
O 5.042 3.881 1.961
H -5.284 -2.641 -1.053
C 0.997 3.054 6.300
O -4.885 -0.193 -3.837
C 3.289 4.879 -2.228
H -2.808 -2.001 3.648
H 6.862 -8.614 2.022
H -8.088 4.914 -8.485
H -9.529 4.203 -7.562
H -3.210 2.956 -2.030
H -7.064 0.435 -1.436
H 7.399 3.098 5.465
C -2.368 3.553 -2.378
O -3.758 0.835 1.218
H -1.069 5.172 0.995
O -2.519 -3.524 -5.747
C 5.021 -2.982 0.525
H 1.446 3.132 -0.420
C 1.491 3.426 -1.468
H 2.734 -6.698 -0.859
H 0.630 -4.624 3.306
H -1.941 4.055 -1.510
H -0.744 0.531 -5.919
H 4.082 -3.504 0.708
C 3.015 6.079 3.500
O -1.273 2.803 -2.838
C -1.306 2.195 -4.027
O 2.803 3.708 -1.917
H 0.738 1.441 -6.077
H -1.718 -7.176 1.562
H -0.686 -3.976 -4.658
O 1.290 6.117 1.436
H -2.042 1.134 2.236
C -4.768 -3.078 -1.907
O -0.793 -5.858 -1.945
C 1.818 4.211 10.840
H 4.689 3.670 -0.158
H 4.344 0.052 3.361
H 0.824 -2.463 -1.228
C -0.307 -0.108 0.492
O -0.963 -1.948 -6.286
H -2.705 -1.061 -0.447
H -1.788 -2.613 2.400
H -4.010 5.030 -5.215
H 4.119 -5.738 -0.975
C -6.734 0.150 -0.436
O 3.834 -1.999 3.602
H 6.867 -7.771 3.528
H -3.300 0.153 3.021
C 6.724 -7.625 2.458
C 0.524 -3.333 -1.813
H -6.708 -0.928 -0.281
O -4.506 -2.142 -2.936
C 0.131 0.877 -5.370
H 1.094 2.550 -1.981
C -2.006 -0.564 -1.119
C -5.478 -1.339 -3.331
O 3.937 -6.435 0.955
H -3.536 -2.929 2.250
O 1.784 5.404 3.559
H -4.112 3.479 -5.986
H 3.628 5.894 2.618
C 3.308 -5.971 -0.285
O -0.692 -1.157 1.087
O 5.459 -7.172 2.163
H 1.413 3.417 5.360
C 5.176 -6.796 0.868
O 2.040 -3.130 3.411
O 1.949 4.116 9.460
O -4.378 -5.246 2.802
H 3.455 4.400 0.688
O 0.115 2.830 8.932
O -3.085 -1.856 -6.998
O 1.538 3.782 7.387
H 4.703 -0.521 4.913
C -1.354 -7.010 0.548
O 4.644 4.705 -2.533
O 4.600 -1.356 -1.970
H 5.430 1.235 -2.548
O 0.645 0.686 0.790
O 6.297 3.444 3.673
O -5.954 3.978 -5.533
O 6.109 1.775 2.099
O -2.589 -4.006 3.735
H -2.112 -4.700 -4.083
H 7.541 -7.022 2.062
H -6.667 0.548 -4.529
C -4.554 4.086 -5.196
O 0.028 4.545 2.610
O -7.747 4.156 -6.648
O 1.994 -1.380 4.927
H -5.840 1.327 -3.121
C -0.740 4.235 1.443
H -0.084 3.109 6.171
H -7.529 0.512 0.215
C -3.412 -5.092 3.550
O 5.200 0.409 -0.535
H -3.860 -3.607 -1.617
O 0.316 -4.180 -0.752
C -6.482 4.578 -6.629
H 2.719 -5.074 -0.094
H 5.252 6.824 -2.757
H 2.652 0.501 1.060
```

Mulliken population analysis, charges in e, atoms 1 to 2: 0.307 0.433